104
Properties=species:S:1:pos:R:3:forces:R:3 method="wB97M-V/def2-TZVPD" relative_energy_kcal_mol=0.0 charge=0 homo_energy_ha="-0.3100 / -0.3075" multiplicity=3 s2=2.003
Pd -0.0633 0.1535 0.3934 1.459 0.127 1.106
B -1.8352 0.3728 -1.1577 0.177 -0.609 -0.702
H -1.7846 0.7573 -0.1508 -0.487 1.792 3.910
H -2.4279 1.0436 -1.7602 -2.163 2.543 -2.031
H -0.8440 0.3348 -1.5823 3.430 -0.284 -2.197
H -2.2644 -0.6160 -1.1083 -1.555 -3.616 -0.091
C 3.1609 1.7259 2.8133 1.063 0.531 0.822
C 3.1352 0.4591 2.0116 -0.709 0.050 -2.134
O 1.8961 -0.0357 1.6017 -0.848 -0.834 1.019
H 4.1946 1.8775 3.1243 0.345 -0.134 0.212
H 2.6081 1.7083 3.7525 -0.400 -0.078 -0.162
H 2.9973 2.6604 2.2767 -0.765 -0.180 -0.279
H 3.8001 -0.3044 2.4156 -0.226 -0.453 0.931
H 3.6873 0.6428 1.0898 0.579 0.641 -0.395
C -5.4150 2.1210 0.8045 -1.632 -0.824 -1.639
C -5.2877 1.1660 -0.4470 1.577 1.394 1.233
O -4.5263 0.1030 0.0701 -0.332 -1.378 0.272
H -4.4652 2.5463 1.1287 -0.108 -0.335 0.021
H -5.8987 1.4209 1.4857 0.517 0.281 0.747
H -6.1656 2.8974 0.6566 0.184 0.355 -0.151
H -4.6447 1.5841 -1.2214 -0.594 0.541 -0.384
H -6.2365 0.8266 -0.8627 -0.047 0.068 0.193
H -3.6456 0.1557 -0.3083 0.116 -0.150 -0.139
C 3.8010 -4.9163 1.3579 1.848 -2.105 1.335
C 3.3483 -3.6261 0.9775 -2.481 2.862 -1.415
O 1.9358 -3.5242 1.0638 -1.540 -0.144 -0.317
H 3.7792 -5.0153 2.4431 0.057 -0.046 0.178
H 4.8501 -4.9301 1.0624 0.204 -0.660 0.036
H 3.2543 -5.7808 0.9812 0.014 0.328 -0.469
H 3.3970 -3.4002 -0.0877 1.246 -0.247 -0.113
H 3.7713 -2.7774 1.5149 0.484 -0.135 0.119
H 1.5700 -3.2276 1.9004 0.320 0.225 0.686
C -2.8586 -3.2548 -4.8921 -0.198 -1.219 0.174
C -2.3270 -2.3513 -3.7955 -1.010 0.519 -0.547
O -2.9088 -1.0562 -4.0211 0.229 -0.405 -0.498
H -2.7893 -2.8416 -5.8983 0.164 0.161 0.183
H -3.8613 -3.6600 -4.7557 -0.440 0.817 0.211
H -2.3292 -4.2069 -4.8557 0.666 0.052 -0.220
H -1.2402 -2.3783 -3.8749 0.094 0.452 0.080
H -2.6220 -2.7114 -2.8099 0.102 -0.140 0.116
H -2.7249 -0.4164 -3.3294 0.308 -0.254 0.457
C 0.5776 3.0717 -2.4797 -1.104 0.412 -0.450
C 0.6568 3.1672 -0.9647 -0.005 1.420 -1.546
O 1.0074 1.8823 -0.5385 0.929 -0.532 0.762
H -0.1091 2.2448 -2.6607 0.402 -0.287 -0.416
H 1.5393 2.9768 -2.9840 0.118 -0.531 0.364
H 0.1106 3.9074 -3.0009 -0.124 0.412 0.478
H -0.2722 3.5077 -0.5073 -0.240 -0.361 -0.126
H 1.3817 3.9434 -0.7196 0.371 -0.294 0.495
H 1.9231 1.8683 -0.2506 0.103 -0.191 0.281
C 1.8623 -1.2489 5.6200 1.188 0.286 -0.811
C 1.9903 -2.3103 4.5197 -1.118 0.154 0.955
O 1.0690 -2.0355 3.4357 0.415 -1.184 1.080
H 2.6161 -1.3967 6.3933 -0.116 -0.400 0.208
H 0.8726 -1.1770 6.0710 0.064 0.041 -0.280
H 2.2133 -0.3307 5.1490 -0.603 0.534 0.157
H 1.7267 -3.2398 5.0244 -0.024 -0.412 -0.704
H 3.0067 -2.3545 4.1284 0.073 -0.076 0.084
H 1.4783 -1.2894 2.9914 0.078 1.233 -1.276
C -2.9807 -2.2530 2.8357 -0.506 1.087 -0.012
C -2.3252 -2.2115 1.4547 0.491 -0.307 1.140
O -1.1166 -1.3973 1.5845 -0.744 -0.333 0.013
H -3.2028 -1.2150 3.0830 -0.095 0.031 0.247
H -2.3412 -2.6383 3.6299 0.311 -0.112 -0.254
H -3.9301 -2.7831 2.9122 0.048 -0.179 -0.454
H -2.9348 -1.7558 0.6744 0.039 -0.274 0.204
H -2.0200 -3.2387 1.2554 0.027 0.078 -0.806
H -0.5069 -1.9142 2.1163 0.440 0.044 0.378
C 2.0603 -1.9894 -2.3821 1.147 -0.608 -0.727
C 0.6793 -2.1417 -1.8930 -0.865 0.943 -0.348
O 0.6891 -1.7044 -0.5390 -0.818 0.101 -0.816
H 2.5789 -2.7954 -1.8629 0.881 0.422 0.002
H 2.4408 -0.9875 -2.1834 0.136 -0.134 0.308
H 2.2262 -2.1667 -3.4448 -0.351 -0.122 -0.119
H 0.3581 -3.1819 -1.9471 -0.272 0.010 -0.041
H 0.0093 -1.4873 -2.4507 -0.251 -0.218 0.285
H 1.3077 -2.2848 -0.0895 0.413 -0.316 1.200
C -2.1151 1.5911 3.8172 -0.559 -0.136 -0.100
C -0.7585 1.5234 3.1856 1.236 -1.136 0.954
O -0.7869 1.7325 1.7912 -0.004 0.797 0.083
H -2.4897 2.6145 3.7951 -0.009 0.142 0.123
H -2.1305 1.2397 4.8488 0.236 0.104 0.033
H -2.8456 0.9916 3.2740 0.100 -0.098 -0.136
H -0.2050 0.5888 3.2766 -0.762 -0.648 0.047
H -0.0215 2.1160 3.7277 -0.146 1.092 -0.341
H -1.1695 2.5915 1.5982 -0.097 0.079 -0.287
C -3.3850 4.6425 -4.3313 -0.756 -1.192 0.146
C -2.8395 3.3043 -3.6998 -0.007 2.444 0.026
O -2.7343 3.5863 -2.3330 -0.021 0.522 1.456
H -4.3733 4.9491 -3.9887 -0.201 -0.503 0.326
H -3.5028 4.5279 -5.4088 0.439 0.220 -0.102
H -2.7694 5.4921 -4.0360 0.480 -0.297 -0.314
H -1.8124 3.2834 -4.0640 -0.048 -1.015 -0.609
H -3.4323 2.3920 -3.7661 0.035 0.096 -1.028
H -2.5419 2.7702 -1.8653 0.065 -0.241 0.111
C 6.2431 1.9200 -2.2090 -0.046 1.781 -0.379
C 4.9262 1.4958 -1.6226 0.433 1.092 0.118
O 5.2010 0.2909 -1.0519 0.000 -3.026 0.508
H 6.2112 3.0002 -2.3512 0.032 0.262 -0.087
H 6.4312 1.5355 -3.2114 0.114 -0.503 0.295
H 7.0588 1.7628 -1.5033 -0.046 -0.404 -0.194
H 4.1426 1.4949 -2.3803 -0.226 -0.162 -0.110
H 4.6302 2.1157 -0.7763 -0.204 0.982 -0.247
H 4.4069 -0.1199 -0.7024 -0.125 -0.096 0.094

108
Properties=species:S:1:pos:R:3:forces:R:3 method="wB97M-V/def2-TZVPD" relative_energy_kcal_mol=0.0 charge=0 homo_energy_ha=-0.3566
C 3.6781 -1.3779 -1.4215 -0.551 -0.420 1.190
C 2.2402 -1.4662 -0.8113 0.431 0.776 -1.802
C 1.1795 -1.1170 -1.9077 -0.658 -0.366 1.466
C 0.6600 0.3268 -1.7666 0.348 0.273 -1.204
C 1.4785 1.3763 -2.5739 -0.047 -0.777 0.576
C 2.6281 1.9689 -1.7450 -0.586 0.879 -0.117
C 2.1746 3.1164 -0.7828 1.031 -1.157 0.671
C 2.0897 2.6524 0.7302 -1.008 1.050 -1.121
C 0.6198 2.7973 1.2016 0.748 -0.576 1.158
C 0.2464 1.8201 2.3590 -0.162 -0.245 -1.014
C -0.9334 0.9252 1.9070 0.201 0.711 0.498
C -2.2048 1.7301 1.5962 -0.256 -0.313 -0.149
C -3.3263 0.9602 0.8293 0.418 -0.429 0.148
C -3.0541 -0.5378 0.6005 -0.237 0.564 -0.098
C -4.2076 -1.2398 -0.1633 1.366 -0.859 0.811
C -3.6611 -2.3528 -1.0994 -1.350 1.330 -0.475
O -3.9900 -3.6891 -0.6700 0.397 -0.361 -1.449
C -3.1661 -4.1482 0.2664 0.026 -1.606 -1.417
O -2.9914 -3.6211 1.2793 0.485 2.261 3.669
O -2.5491 -5.3341 0.0148 -0.425 -0.180 -0.775
C -1.3181 -5.1375 -0.7055 0.775 -0.740 -0.424
C -0.1519 -4.6509 0.1528 -0.111 -0.047 -0.210
C 0.1106 -5.5087 1.4033 -0.921 0.328 0.466
C -0.4158 -4.8880 2.7268 0.413 -0.264 -0.218
C 0.0728 -3.4586 3.0215 -0.542 0.010 0.057
H 3.6718 -0.8173 -2.3525 0.158 0.017 0.028
H 4.0621 -2.3865 -1.5840 0.078 0.138 -0.270
H 4.3181 -0.8988 -0.6761 0.267 0.038 -0.344
H 2.0595 -2.4538 -0.3935 0.018 0.048 0.198
H 2.1408 -0.6849 -0.0555 -0.022 -0.385 0.339
H 0.3133 -1.7716 -1.7028 0.073 0.057 -0.219
H 1.5221 -1.3694 -2.9177 -0.019 0.266 0.347
H 0.6662 0.6518 -0.7235 -0.201 -0.211 0.020
H -0.3632 0.3672 -2.1490 -0.017 -0.037 0.185
H 1.8943 0.8992 -3.4693 -0.164 -0.019 0.025
H 0.7680 2.1344 -2.9164 0.355 0.258 0.029
H 3.1132 1.2134 -1.1249 0.036 -0.162 -0.307
H 3.3755 2.3419 -2.4555 0.048 0.089 0.197
H 1.2173 3.5423 -1.0804 0.076 0.043 -0.086
H 2.9184 3.9055 -0.8394 -0.179 0.129 -0.080
H 2.4283 1.6213 0.8701 0.105 0.091 -0.097
H 2.7139 3.3508 1.2955 0.055 -0.344 0.276
H 0.4793 3.8205 1.5477 -0.230 0.092 -0.451
H -0.0200 2.5759 0.3473 -0.078 0.239 0.046
H 1.1101 1.1628 2.5086 -0.109 0.037 0.309
H 0.0245 2.3162 3.3072 0.001 0.084 -0.108
H -0.5771 0.3740 1.0346 -0.152 -0.162 0.102
H -1.1645 0.2405 2.7296 0.067 -0.292 -0.296
H -2.6113 2.0655 2.5515 0.003 0.097 -0.070
H -1.9834 2.6323 1.0208 0.185 -0.064 0.108
H -4.2383 1.0181 1.4231 -0.118 0.199 -0.238
H -3.5107 1.4316 -0.1430 -0.051 0.020 0.114
H -2.9050 -0.9910 1.5817 -0.022 -0.261 -0.146
H -2.1183 -0.6905 0.0527 -0.059 0.145 -0.010
H -4.8329 -0.5286 -0.7033 0.044 -0.061 -0.031
H -4.7870 -1.7797 0.5874 -0.450 0.276 -0.188
H -4.1787 -2.2239 -2.0535 0.070 -0.448 -0.012
H -2.5964 -2.2285 -1.3171 0.037 -0.312 0.345
H -1.0379 -6.1187 -1.0975 -0.324 -0.062 0.104
H -1.4787 -4.5087 -1.5905 -0.128 0.141 0.224
H 0.7324 -4.7368 -0.4875 -0.108 0.271 -0.154
H -0.3043 -3.5883 0.3640 0.210 -0.098 0.193
H 1.1613 -5.7478 1.5331 0.088 0.203 -0.200
H -0.4196 -6.4602 1.2613 0.179 -0.001 0.056
H -1.5007 -4.9803 2.7692 0.005 0.371 -0.214
H -0.0441 -5.5080 3.5382 -0.126 -0.169 -0.061
H 0.3104 -2.8676 2.1330 -0.036 -0.115 0.039
H 0.9550 -3.4483 3.6657 -0.001 -0.057 -0.098
H -0.7310 -2.9284 3.5415 0.206 0.116 0.026
O -5.0744 -7.4018 0.8306 0.048 0.206 -0.076
H -4.2257 -6.9575 0.7011 0.044 -0.002 0.004
H -5.6587 -6.9856 0.1855 0.009 -0.046 0.068
O -4.7561 -9.9335 -0.3862 0.114 -0.092 0.149
H -4.8567 -9.1329 0.1567 -0.024 -0.013 -0.095
H -4.2660 -10.5442 0.1742 -0.076 0.010 -0.100
O -1.8528 0.2966 -4.2276 -0.163 -0.100 -0.091
H -1.9681 0.0856 -5.1611 0.052 0.045 0.065
H -2.7119 0.1053 -3.8342 0.080 0.053 0.009
O 3.1766 5.8207 -2.0679 0.130 0.310 -0.068
H 3.9788 6.3517 -2.1349 -0.065 -0.031 -0.014
H 2.6548 6.0873 -2.8372 -0.049 0.089 -0.034
O 5.6470 2.2213 0.0668 0.041 0.350 0.133
H 5.3390 2.8120 -0.6318 -0.060 -0.146 -0.019
H 5.0200 2.3688 0.7859 -0.045 -0.096 -0.089
O 8.0175 4.1419 1.5587 -0.178 0.046 0.045
H 7.6756 3.9861 2.4457 0.076 0.012 -0.071
H 7.3227 3.8065 0.9776 0.072 -0.172 -0.008
O 1.3148 5.9672 0.2566 -0.026 0.330 0.130
H 1.8978 6.3887 -0.3898 0.089 -0.320 -0.096
H 0.8790 6.7016 0.7070 -0.085 -0.044 -0.083
O -4.8507 2.1465 3.3781 -0.287 0.041 0.276
H -5.5092 2.7924 3.6581 0.068 -0.022 -0.040
H -5.0496 1.3635 3.9047 0.057 0.035 -0.048
O 2.1219 -3.1382 -4.1866 -0.094 -0.227 -0.234
H 1.5671 -3.8470 -3.8411 0.081 0.057 0.029
H 1.6973 -2.8917 -5.0164 0.083 0.006 0.046
O -1.0205 8.0382 0.8650 -0.090 -0.008 -0.082
H -1.5852 7.3365 1.2099 0.110 0.033 0.047
H -1.4281 8.2741 0.0230 0.066 0.000 0.046
O 1.8032 7.5250 -4.2655 -0.080 0.005 -0.111
H 1.1119 8.1699 -4.0775 0.083 -0.058 0.079
H 1.7462 7.3837 -5.2174 0.055 -0.040 0.085
O 0.1307 10.9633 0.4254 0.016 -0.068 0.066
H -0.0202 11.3967 1.2724 0.003 -0.016 -0.096
H 0.1726 10.0252 0.6464 -0.056 0.021 0.065
O 2.0899 -6.2360 3.5612 0.360 -0.283 0.396
H 2.0953 -5.8886 4.4607 0.053 0.033 -0.087
H 2.0489 -7.1919 3.6816 0.035 0.058 -0.067